Molecular formula: C39H37N6O3V
Method: DFT, the ωB97M-V functional and the def2-TZVPD basis

```
86
Properties=species:S:1:pos:R:3:forces:R:3:lowdin_charge:R:1
V 0.4776 1.5586 -0.3183 0.0579 -1.1340 -1.6950 1.11
C 0.3356 4.1448 -2.5907 -0.1134 0.0664 0.1230 0.01
C -0.0306 4.5409 -1.1927 0.0281 -0.2386 -0.0281 -0.29
C -0.6295 5.7677 -0.9178 -0.0208 0.1085 -0.0012 0.02
C -1.0796 6.0393 0.3579 -0.0461 0.0697 -0.0368 0.01
C -0.8593 5.1120 1.3722 -0.1334 0.1954 0.1573 0.03
C -0.1954 3.9555 1.0594 0.1524 -0.1789 -0.1418 -0.20
N 0.1790 3.6512 -0.2137 -0.0242 0.5666 0.1505 0.02
C 0.3908 3.0276 2.0544 0.0545 0.0780 -0.2750 -0.15
C 0.5783 3.2780 3.3988 -0.0665 0.0852 0.2043 0.04
C 1.5718 2.5751 4.0644 0.0074 0.0179 0.0370 0.02
C 2.4406 1.7646 3.3404 0.1511 -0.1359 0.2437 0.04
C 2.1731 1.5410 2.0082 -0.0015 -0.1525 -0.1263 -0.17
N 1.0622 2.0363 1.4463 0.3562 0.8651 1.5933 0.01
C 3.0894 0.9775 0.9862 0.0555 0.1416 -0.1206 -0.17
C 4.3257 0.3080 1.3654 -0.0323 0.0365 0.2355 0.02
C 5.1527 -0.1392 0.4255 0.0804 -0.0731 -0.2229 0.02
C 4.7946 -0.0969 -1.0220 -0.0560 -0.0656 0.0709 -0.13
C 3.4375 0.6104 -1.3114 -0.0751 -0.1823 -0.1370 -0.40
C 3.4583 1.4608 -2.5621 0.0506 0.0367 0.1333 0.01
N 2.7518 1.2823 -0.2251 -0.3695 -0.2379 0.0409 0.10
H 0.6167 5.0143 -3.1824 0.0043 -0.0198 0.0058 0.10
H -0.5224 3.6737 -3.0783 -0.0042 -0.0133 0.0310 0.11
H 1.1694 3.4465 -2.5942 0.0754 -0.0283 -0.0049 0.05
H -0.7560 6.4848 -1.7187 -0.0128 -0.0296 0.0402 0.14
H -1.5921 6.9703 0.5698 0.0549 -0.0530 0.0038 0.13
H -1.1841 5.3067 2.3863 0.0387 0.0197 -0.0652 0.13
H 0.0181 4.0557 3.9004 0.0263 -0.0476 0.0003 0.13
H 1.7405 2.7451 5.1199 0.0125 0.0042 -0.0341 0.13
H 3.3280 1.3533 3.8023 -0.0629 0.0380 0.0019 0.13
H 4.5819 0.2339 2.4162 -0.0439 0.0100 -0.1236 0.12
H 6.1180 -0.5520 0.6982 -0.0602 -0.0255 0.0082 0.14
H 5.6397 0.2773 -1.6021 -0.0175 -0.0004 -0.0088 0.16
H 4.0844 2.3456 -2.4281 -0.0465 -0.0213 -0.0139 0.10
H 2.4446 1.7769 -2.8168 -0.0292 0.0023 -0.0742 0.06
H 3.8452 0.8881 -3.4062 0.0005 0.0202 0.0226 0.11
C -3.3619 -3.0228 2.2135 0.0169 0.0237 -0.0315 -0.04
O -2.3559 -2.8953 1.2096 -0.0715 0.0750 0.2314 -0.12
C -2.2641 -3.8755 0.2778 -0.0254 -0.1123 0.0404 -0.23
C -3.1127 -4.9773 0.2353 -0.0421 -0.0717 -0.0128 0.00
C -2.9455 -5.9659 -0.7238 -0.0452 0.0154 0.0884 -0.05
C -1.9306 -5.8640 -1.6591 0.0714 -0.0228 -0.0872 -0.07
C -1.0949 -4.7609 -1.6293 0.0084 0.0296 -0.1252 -0.01
C -1.2473 -3.7601 -0.6758 0.1111 0.0657 -0.4422 -0.14
N -0.2765 -2.7062 -0.6905 -0.1783 -0.1931 0.1773 0.16
C -0.4618 -1.3734 -0.5724 0.3140 0.0922 -0.4934 -0.34
N -1.7163 -0.9774 -0.6803 -0.2310 0.2762 0.1304 0.18
C -2.3144 0.2847 -0.5707 0.2940 -0.0053 -0.1056 -0.16
C -1.6225 1.4945 -0.4911 -0.0883 0.1155 -0.0729 -0.11
C -2.4652 2.6374 -0.5333 0.0712 -0.1049 0.0871 -0.12
C -3.8366 2.5714 -0.6003 -0.1040 0.0255 -0.0078 -0.06
C -4.4884 1.3427 -0.6317 -0.0769 0.0909 0.0071 0.00
C -3.7225 0.2029 -0.6301 -0.0646 0.0841 0.0407 -0.22
O -4.2213 -1.0547 -0.6997 -0.2111 -0.1848 -0.0451 -0.10
C -5.6269 -1.1936 -0.9134 0.0247 -0.0099 0.0097 -0.03
N 0.5846 -0.5210 -0.4228 -0.1182 -0.5982 -0.0242 0.04
C 1.8682 -1.2125 -0.4086 -0.1820 0.3363 -0.1852 -0.20
C 2.7663 -0.8006 -1.5382 0.0605 0.1750 0.1194 -0.10
C 4.1828 -1.4408 -1.5693 0.0365 0.0594 0.2219 -0.14
C 4.3695 -2.6575 -0.7181 0.1478 0.0873 -0.1356 -0.02
C 3.4874 -2.9631 0.2215 -0.0574 -0.0129 0.1363 0.02
C 2.2582 -2.1751 0.4490 -0.0188 -0.1772 0.0797 -0.25
O 1.5944 -2.6728 1.5086 -0.0498 0.0167 0.1707 -0.04
C 0.5743 -1.9295 2.1763 0.0516 -0.0434 0.0517 -0.02
H -3.2636 -2.1471 2.8472 0.0262 0.0215 0.0133 0.10
H -3.2130 -3.9252 2.8091 0.0205 0.0112 -0.0195 0.11
H -4.3595 -3.0335 1.7721 0.0085 0.0050 -0.0353 0.10
H -3.8942 -5.0825 0.9745 0.0178 0.0007 -0.0478 0.11
H -3.6079 -6.8232 -0.7253 0.0328 0.0722 -0.0049 0.12
H -1.7924 -6.6307 -2.4118 0.0038 0.0676 0.0731 0.12
H -0.3013 -4.6600 -2.3634 -0.0570 -0.0117 0.0441 0.12
H 0.6567 -2.9949 -0.9235 0.1739 -0.0318 0.1094 0.14
H -2.3907 -1.7172 -0.8243 -0.0675 -0.0305 0.0095 0.14
H -2.0589 3.6332 -0.5270 -0.0178 -0.0381 0.0243 0.06
H -4.4175 3.4860 -0.6325 0.0209 -0.0608 0.0035 0.12
H -5.5679 1.2903 -0.6672 0.0724 0.0323 -0.0210 0.12
H -5.8102 -2.2546 -1.0382 0.0151 -0.0577 0.0004 0.10
H -5.9361 -0.6613 -1.8137 0.0164 -0.0097 -0.0101 0.11
H -6.1875 -0.8234 -0.0541 0.0064 0.0044 0.0156 0.10
H 2.2043 -0.8339 -2.4742 -0.0160 -0.0531 -0.0632 0.16
H 4.5219 -1.6295 -2.5857 0.0066 0.0361 -0.0346 0.15
H 5.2602 -3.2621 -0.8627 -0.1131 0.0424 0.0083 0.13
H 3.6144 -3.8196 0.8751 -0.0141 0.0820 -0.0446 0.13
H 0.5382 -2.3191 3.1901 0.0280 -0.0475 -0.0019 0.11
H -0.3973 -2.0666 1.7062 0.0953 -0.0091 0.1238 0.07
H 0.8253 -0.8747 2.2044 0.1068 0.2186 0.0402 0.08
```
Forces are in eV/Å.

Values from the calculation:
- HOMO level (spin up / spin down): -12.726 / -12.728 eV
- Net charge: +2
- Energy: -81800.3618 eV
- Multiplicity: 3
- ΔE to the lowest compared entry with this formula, charge and spin: 0.237 eV